[1]
19
Properties=species:S:1:pos:R:3:forces:R:3 method="wB97M-V/def2-TZVPD" smiles="[H]/N=C(/C)C(=C)C(=C)C" homo_ev="-7.8 / -7.8" homo_lumo_gap_ev="8.1 / 8.1" e_lumo_ev="0.304 / 0.305"
H 2.63178 0.26738 -0.96218 -0.55 0.35 -0.65
N 2.15229 -0.62074 -0.93461 1.07 -0.85 1.60
C 0.98816 -0.71686 -0.48101 -2.64 1.85 -4.82
C 0.24801 -2.01500 -0.39015 0.27 -0.05 0.55
C -0.14535 0.66985 -0.74054 2.97 -2.52 -0.20
C -0.47908 1.25377 -1.86922 0.06 0.11 -0.15
C -0.27283 0.81352 0.66052 1.15 -0.64 2.70
C 0.86653 0.61049 1.42461 -1.95 2.14 0.79
C -1.63483 0.58493 1.25303 -0.28 0.34 0.31
H -0.60588 -1.94332 0.27755 -0.04 -0.04 0.07
H -0.11403 -2.28247 -1.38359 0.03 0.14 -0.01
H 0.92939 -2.79357 -0.04942 -0.07 -0.07 0.03
H -0.88018 2.26180 -1.89738 -0.37 -0.13 0.04
H -0.29338 0.77129 -2.82223 0.20 0.09 0.03
H 0.75812 0.43794 2.48751 -0.15 0.02 0.15
H 1.80282 1.07849 1.16148 0.25 -0.64 -0.43
H -2.42599 0.57618 0.50461 0.11 -0.03 -0.07
H -1.84664 1.39891 1.95108 -0.10 -0.12 0.05
H -1.67891 -0.35261 1.80992 0.04 0.03 0.03


[2]
19
Properties=species:S:1:pos:R:3:forces:R:3 method="wB97M-V/def2-TZVPD" homo_ev="-8.8 / -8.8" homo_lumo_gap_ev="7.8 / 7.8" e_lumo_ev="-1.058 / -1.060"
C -2.92465 -2.20433 -1.78542 0.04 -0.98 -1.10
C -2.42552 -1.65127 -0.85133 -0.71 -0.22 -0.19
C 1.14875 0.72589 1.52546 0.95 0.98 -2.36
C 1.71475 0.86079 0.28685 0.31 0.11 -2.84
C -0.10512 0.14651 1.45479 -0.35 -0.21 1.96
C 1.00584 0.36886 -0.89358 0.92 0.14 1.97
C -0.74165 -0.32696 0.35294 1.69 0.67 -2.55
C -2.04002 -0.94658 0.28814 -2.29 2.68 2.08
C -3.53671 0.88743 0.23402 1.32 -1.12 -2.20
N -0.16038 -0.21236 -0.89642 -0.43 -0.09 1.45
F -2.46868 -1.43113 1.48880 0.17 -0.20 -0.59
F -3.49940 1.69752 1.26163 -0.36 -0.57 1.35
F -3.26702 1.73300 -0.80574 -0.05 -1.17 -0.01
F -4.75953 0.34076 0.01726 0.95 0.59 0.63
H -3.19079 -2.80252 -2.65067 0.00 0.55 0.62
H 1.69305 1.23647 2.31689 -0.76 -0.65 0.55
H 2.66260 1.39326 0.03054 -0.76 -0.61 0.72
H -0.57888 0.06442 2.37622 -1.21 -0.34 1.47
H 1.49363 0.36659 -1.83011 0.58 0.43 -0.95


[3]
16
Properties=species:S:1:pos:R:3:forces:R:3 method="wB97M-V/def2-TZVPD" homo_ev="-7.2 / -7.0" homo_lumo_gap_ev="8.2 / 7.9" e_lumo_ev="0.940 / 0.927"
C -1.58317 -0.46205 -1.09915 -0.04 0.00 -0.03
C -0.41223 -0.26033 -0.13910 -0.01 -0.01 0.03
C 0.92764 -0.66907 -0.79400 0.06 -0.04 -0.04
C 1.25289 0.70294 2.00103 0.21 -0.35 0.28
O 0.45677 1.47187 1.29916 0.14 0.57 0.28
C -0.34439 1.14464 0.33596 -0.37 -0.24 -0.51
H -1.63433 -1.50431 -1.43170 0.01 0.15 0.05
H -2.53800 -0.20331 -0.62926 0.14 -0.05 -0.05
H -1.45919 0.16612 -1.98990 -0.02 -0.08 0.14
H -0.57397 -0.90267 0.74792 0.03 0.08 -0.13
H 1.11027 -1.74543 -0.70178 -0.05 0.13 -0.05
H 0.91594 -0.41449 -1.85869 -0.02 0.00 0.14
H 1.76002 1.20860 2.80767 -0.09 -0.06 -0.09
H 1.21823 -0.37129 1.88259 0.04 0.15 0.01
H -0.87180 1.98639 -0.09545 0.06 -0.13 0.04
H 1.77532 -0.14760 -0.33531 -0.10 -0.12 -0.06


[4]
108
Properties=species:S:1:pos:R:3:forces:R:3 method="wB97M-V/def2-TZVPD" smiles="NC(N)=O.NC(N)=O.NC(N)=O.CC(C)O.CC(C)O.CC(C)O.CC(C)O.CC(C)O.CC(C)O.CO.CO" homo_ev=-8.7 homo_lumo_gap_ev=8.8 e_lumo_ev=0.029
N -19.16800 7.35200 26.51400 -3.73 3.44 -0.17
C -18.21500 6.52400 26.57700 7.18 2.32 1.81
N -18.60000 5.32000 26.44900 -1.32 -7.47 -1.39
O -16.90600 6.87300 26.84800 -5.10 -1.55 -1.36
H -18.95000 8.34100 26.54300 -0.34 0.52 -0.03
H -20.14400 7.04600 26.31600 1.51 0.59 0.10
H -17.94800 4.61000 26.13700 0.40 0.37 0.57
H -19.55200 4.98500 26.15500 1.33 1.39 0.68
N -20.68000 11.00700 25.01000 -2.64 1.09 -0.39
C -19.58700 10.28000 24.97600 1.71 0.41 8.05
N -19.29700 9.71300 23.87700 1.45 -1.67 -4.25
O -18.91600 10.15300 26.24400 -2.97 0.44 -6.00
H -20.98300 11.28200 25.91500 0.07 0.29 0.66
H -21.46100 10.96000 24.33400 1.22 -0.12 0.35
H -18.46200 9.12500 23.85800 0.38 0.21 0.29
H -19.76300 9.90700 22.94800 0.83 0.17 1.79
N -13.29900 11.99600 23.77000 3.18 -0.98 -1.46
C -14.48300 12.38900 24.13900 -6.06 1.39 -5.73
N -14.62200 12.45800 25.40600 -3.73 1.78 4.40
O -15.56400 12.67600 23.21600 5.50 -1.36 4.42
H -13.10000 11.84600 22.78000 -0.11 0.07 0.81
H -12.58400 11.78300 24.49800 -0.94 0.24 -1.28
H -13.99600 12.13200 26.10000 1.02 -0.46 -0.12
H -15.48200 12.87200 25.86600 1.70 -0.51 -1.42
C -16.98700 10.26300 21.57700 1.14 -0.72 0.16
C -17.15100 11.24300 20.44600 8.03 -1.62 1.77
C -16.72500 10.72700 19.13200 0.49 0.14 -1.24
O -18.33600 11.56500 20.27600 -10.16 2.70 -1.18
H -17.21100 10.67800 22.54200 -0.23 0.60 0.36
H -15.92900 9.95600 21.65600 -0.54 -0.17 -0.09
H -17.64800 9.41200 21.41400 0.09 -0.34 -0.21
H -16.58100 12.15500 20.71600 0.66 -0.47 -0.04
H -17.58600 10.22400 18.60700 1.01 0.55 0.45
H -15.91700 10.06400 19.29900 0.95 -0.90 -0.42
H -16.34400 11.62400 18.61900 -0.32 -0.67 -0.62
H -18.54200 12.15400 20.97500 -1.16 1.03 0.91
C -18.38100 12.96200 27.91600 -1.25 -1.11 -0.38
C -17.51900 13.07200 26.67500 -7.60 -4.61 -1.54
C -18.22100 13.53100 25.39900 -3.11 -1.55 1.66
O -16.58600 13.88500 26.78200 8.08 6.29 2.82
H -18.96400 13.81700 28.18000 -0.38 1.19 -0.28
H -17.91000 12.68600 28.83200 1.11 -0.26 0.38
H -19.10400 12.15900 27.76200 -0.06 0.02 -0.11
H -17.21900 12.05600 26.44300 0.62 -0.26 0.13
H -17.55500 13.39100 24.62500 1.47 0.23 -1.90
H -18.73700 14.48000 25.44400 0.51 0.71 0.17
H -19.03800 12.84800 25.26200 -0.59 -0.50 -0.57
H -16.94000 14.63400 27.27800 0.75 0.32 -0.20
C -18.21500 6.70800 22.93600 1.55 -1.69 -1.08
C -19.68800 6.46300 22.77600 4.51 -4.89 -2.28
C -19.98500 5.02600 23.19500 -0.78 0.02 0.42
O -20.36800 7.20300 23.52100 -5.55 5.66 5.49
H -17.82400 7.68100 22.76800 -0.10 1.09 0.03
H -17.69900 6.13800 22.16700 0.08 -0.23 -0.45
H -17.74000 6.29700 23.81600 -0.39 0.23 0.73
H -19.93600 6.63400 21.75800 -0.27 -0.39 -1.66
H -19.53300 4.37700 22.51200 0.87 -1.27 -0.96
H -21.04600 4.80900 23.15500 -0.39 0.19 -0.15
H -19.68700 4.73100 24.22100 0.24 0.63 -0.68
H -20.10500 8.13000 23.46800 -0.21 -0.44 0.27
C -16.46800 8.59800 29.86500 0.42 -0.49 -1.19
C -17.41700 9.31200 28.92600 -4.02 -3.83 5.13
C -18.41200 10.10000 29.80100 -0.70 -0.34 -0.04
O -16.85000 10.02500 28.06000 4.05 4.87 -5.88
H -15.76900 7.90100 29.41000 -0.35 -0.23 -0.46
H -16.94000 8.12100 30.67400 -0.94 -0.80 0.85
H -15.84800 9.30400 30.30600 1.28 1.75 0.96
H -17.95900 8.58400 28.36400 -0.92 -1.30 0.36
H -17.91500 10.89800 30.32500 0.31 0.44 0.20
H -18.76900 9.40900 30.52800 -0.34 -0.54 0.95
H -19.34600 10.48900 29.36000 0.68 -0.05 -0.49
H -17.46100 10.04800 27.29600 0.59 0.54 -0.13
C -13.45200 8.97300 22.35800 0.60 -0.49 0.22
C -12.24400 8.17500 21.81900 -8.09 -5.91 1.45
C -12.64700 7.35700 20.64200 0.96 -0.88 -0.92
O -11.21100 8.79500 21.52900 7.49 6.16 -0.09
H -13.57100 9.84100 21.70900 0.01 0.50 0.49
H -13.30300 9.11200 23.46000 -0.29 0.67 -1.01
H -14.36600 8.39600 22.24100 0.00 -0.18 0.09
H -12.06600 7.43400 22.58700 0.22 -0.60 0.80
H -11.76900 7.05800 20.02900 -0.16 -0.40 0.91
H -13.12100 7.95700 19.91900 -1.48 0.78 -0.79
H -13.21900 6.50700 20.98700 -0.33 -0.21 -0.46
H -11.03900 9.23400 22.38500 1.15 0.50 -0.88
C -12.59000 6.85000 25.46500 -0.32 0.09 -0.21
C -13.96700 6.17600 25.58300 0.14 7.51 -3.19
C -14.68100 6.36500 24.29500 -0.20 -1.12 0.02
O -14.02500 4.95300 25.86100 0.37 -8.71 3.79
H -12.69100 7.93600 25.43900 -0.21 0.02 -0.45
H -11.99700 6.51900 24.59700 -0.28 -0.09 0.40
H -12.07300 6.69100 26.37300 1.06 -0.50 0.95
H -14.57800 6.66000 26.30400 -0.24 1.57 0.71
H -14.94700 7.33400 24.19000 -0.83 3.22 -0.56
H -15.58400 5.80600 24.29300 -0.87 -0.63 0.11
H -14.13100 6.08200 23.44700 1.08 -0.60 -1.18
H -14.35600 4.94400 26.77700 0.41 -1.09 -0.59
C -13.79000 8.99000 27.72500 -0.71 0.83 0.17
O -13.48700 10.28000 27.22600 0.44 0.40 -0.10
H -13.04900 8.33400 27.41100 1.41 -0.99 -0.57
H -14.72900 8.65300 27.33800 -0.72 -0.27 -0.06
H -13.80900 8.96500 28.79400 -0.11 0.12 0.77
H -14.06400 10.89500 27.68000 -0.32 0.01 0.20
C -16.03500 9.67600 24.88600 1.40 1.32 -1.81
O -16.88400 8.63700 24.91600 -2.05 -1.27 -2.20
H -15.68200 9.91200 23.83000 -0.45 -0.25 1.35
H -15.20100 9.52600 25.50100 1.65 -0.38 0.75
H -16.49500 10.52100 25.30600 -0.73 1.66 0.20
H -16.79200 8.06200 25.66600 0.39 -0.91 1.37